C3H4O2 | ωB97M-V with the def2-TZVPD basis set

Positions of all 9 atoms, in Å:
C  2.47  0.00  -0.66
C  1.57  -0.08  0.43
C  -0.92  0.02  0.51
O  2.43  1.05  0.29
O  2.58  -1.06  0.29
H  2.62  0.01  -1.71
H  -0.98  -0.04  1.57
H  -1.06  -0.88  -0.07
H  -0.99  0.96  0.02

The net charge is 0. Its strongest force on any atom is 0.07893 hartree/bohr. The LUMO energy (spin up / spin down) is -1.30 / -1.30 eV. The gap between HOMO and LUMO (spin up / spin down) comes out at 7.11 / 7.11 eV. For the energy above the lowest of the compared OMol25 structures with the same formula, charge and spin, the calculation gives 185.7 kcal per mole. The total energy is -7262.633 eV. Its spin multiplicity is 1.

***

C3H4N2O3 | ωB97M-V with the def2-TZVPD basis set

Positions of all 12 atoms, in Å:
C  -1.65  2.29  -0.01
N  -0.68  1.50  0.02
O  -1.02  0.35  -0.77
C  -0.18  -0.72  -0.56
O  -0.54  -1.79  -0.99
C  1.18  -0.42  0.15
N  1.90  -1.34  0.60
O  1.53  -2.60  0.27
H  -2.65  1.97  -0.37
H  -1.52  3.26  0.52
H  1.43  0.65  0.46
H  2.19  -3.14  0.68

The net charge is 0. As for the structure (SMILES): C=NOC(=O)/C=N\O. Its strongest force on any atom is 0.05543 hartree/bohr. The LUMO energy is 0.57 eV. The gap between HOMO and LUMO comes out at 10.49 eV. For the energy above the lowest of the compared OMol25 structures with the same formula, charge and spin, the calculation gives 108.4 kcal per mole. The total energy is -12294.295 eV. Its spin multiplicity is 1.

***

C26H22N2O6S | ωB97M-V with the def2-TZVPD basis set

Positions of all 57 atoms, in Å:
C  -0.92  2.45  4.07
O  -1.67  2.35  2.89
C  -1.27  1.44  1.95
C  -0.17  0.61  2.07
C  0.16  -0.29  1.05
C  1.30  -1.16  1.18
N  2.07  -1.09  2.19
N  3.13  -1.91  2.32
S  3.85  -2.88  1.13
O  2.90  -3.82  0.62
O  5.04  -3.35  1.77
C  4.28  -1.70  -0.15
C  3.62  -1.76  -1.38
C  3.92  -0.84  -2.35
C  4.90  0.16  -2.11
C  5.23  1.12  -3.09
C  6.19  2.06  -2.84
C  6.85  2.10  -1.60
C  6.54  1.19  -0.63
C  5.57  0.19  -0.86
C  5.23  -0.76  0.12
C  -0.64  -0.35  -0.08
C  -1.74  0.48  -0.21
C  -2.07  1.38  0.79
O  -3.12  2.25  0.76
C  -3.95  2.27  -0.38
C  -4.78  1.03  -0.56
C  -5.26  0.69  -1.82
C  -6.04  -0.44  -1.99
C  -6.35  -1.25  -0.90
C  -7.18  -2.45  -1.12
O  -7.62  -2.78  -2.19
O  -7.41  -3.15  0.00
C  -5.86  -0.91  0.37
C  -5.09  0.22  0.53
H  -1.41  3.22  4.67
H  0.11  2.76  3.87
H  -0.91  1.51  4.63
H  0.46  0.63  2.94
H  1.47  -1.88  0.37
H  3.72  -1.69  3.10
H  2.89  -2.54  -1.54
H  3.43  -0.87  -3.31
H  4.73  1.09  -4.04
H  6.44  2.79  -3.60
H  7.60  2.85  -1.43
H  7.05  1.20  0.32
H  5.73  -0.77  1.08
H  -0.41  -1.05  -0.87
H  -2.35  0.41  -1.10
H  -4.61  3.13  -0.21
H  -3.36  2.47  -1.28
H  -5.03  1.32  -2.67
H  -6.43  -0.71  -2.96
H  -7.96  -3.93  -0.21
H  -6.10  -1.54  1.21
H  -4.72  0.49  1.51

The net charge is 0. As for the structure (SMILES): COc1cc(/C=N/NS(=O)(=O)c2ccc3ccccc3c2)ccc1OCc1ccc(C(=O)O)cc1. Its strongest force on any atom is 0.02913 hartree/bohr. The LUMO energy is -0.16 eV. The gap between HOMO and LUMO comes out at 7.78 eV. For the energy above the lowest of the compared OMol25 structures with the same formula, charge and spin, the calculation gives 57.5 kcal per mole. The total energy is -53418.381 eV. Its spin multiplicity is 1.

***

C4H18AgN8O6 | ωB97M-V with the def2-TZVPD basis set

Positions of all 37 atoms, in Å:
Ag  0.18  -0.37  -0.27
O  0.86  0.14  1.89
H  1.64  -0.41  1.79
O  1.52  -0.46  -2.15
H  1.38  -1.42  -2.07
C  -0.99  -2.92  1.19
O  -0.83  -2.54  0.03
N  -1.55  -4.09  1.59
N  -0.42  -2.29  2.24
H  -1.63  -4.46  2.51
H  -2.00  -4.61  0.85
H  -0.05  -1.33  2.14
H  -0.45  -2.70  3.16
C  -3.41  0.77  -1.00
O  -2.43  0.04  -0.83
N  -4.67  0.32  -0.98
N  -3.28  2.08  -1.30
H  -4.98  -0.58  -0.69
H  -5.38  0.92  -1.35
H  -2.33  2.40  -1.39
H  -4.06  2.70  -1.22
C  0.05  3.44  -0.22
O  -0.16  4.12  -1.22
N  -0.61  3.56  0.95
N  0.96  2.43  -0.13
H  -0.38  2.98  1.74
H  -1.38  4.21  1.00
H  1.36  2.20  -1.03
H  0.85  1.81  0.66
C  4.46  -0.88  -0.35
O  5.38  -1.06  0.44
N  4.53  -1.04  -1.70
N  3.23  -0.33  -0.08
H  3.64  -0.99  -2.19
H  5.45  -1.28  -2.05
H  3.02  0.12  0.79
H  2.47  -0.52  -0.76

The net charge is -1. Its strongest force on any atom is 0.05279 hartree/bohr. The LUMO energy is 2.56 eV. The gap between HOMO and LUMO comes out at 7.32 eV. For the energy above the lowest of the compared OMol25 structures with the same formula, charge and spin, the calculation gives 0.0 kcal per mole. The total energy is -32649.642 eV. Its spin multiplicity is 1.

***

C21H22N2O7S | ωB97M-V with the def2-TZVPD basis set

Positions of all 53 atoms, in Å:
C  -1.85  -1.63  1.08
C  -2.87  -1.17  0.04
N  -3.53  0.05  0.47
C  -4.81  -0.06  1.14
C  -5.96  -0.40  0.20
S  -3.33  1.36  -0.54
O  -4.15  2.42  -0.05
O  -3.42  1.00  -1.93
C  -1.61  1.76  -0.19
C  -1.21  1.85  1.13
C  0.12  2.11  1.41
C  1.03  2.29  0.37
C  2.47  2.42  0.71
O  2.93  2.13  1.79
O  3.22  2.83  -0.32
C  4.62  2.69  -0.13
C  5.02  1.22  0.08
O  6.03  0.92  0.66
C  4.03  0.25  -0.43
C  3.44  0.39  -1.69
C  2.46  -0.48  -2.11
C  2.02  -1.50  -1.26
C  2.60  -1.64  0.00
C  3.61  -0.78  0.40
N  2.09  -2.61  0.86
C  1.19  -3.55  0.47
O  0.67  -4.33  1.23
C  0.92  -3.56  -1.03
O  1.01  -2.30  -1.67
C  0.60  2.23  -0.96
C  -0.72  1.95  -1.23
H  -1.04  -0.91  1.16
H  -2.32  -1.72  2.05
H  -1.44  -2.60  0.80
H  -3.60  -1.96  -0.14
H  -2.37  -0.95  -0.91
H  -4.71  -0.81  1.93
H  -4.99  0.92  1.60
H  -6.03  0.36  -0.57
H  -5.81  -1.37  -0.27
H  -6.90  -0.42  0.76
H  -1.94  1.71  1.91
H  0.48  2.16  2.43
H  4.96  3.27  0.73
H  5.09  3.08  -1.04
H  3.78  1.18  -2.35
H  2.00  -0.39  -3.08
H  4.05  -0.88  1.38
H  2.37  -2.60  1.83
H  1.65  -4.26  -1.49
H  -0.08  -3.94  -1.23
H  1.31  2.38  -1.75
H  -1.09  1.87  -2.24

The net charge is 0. As for the structure (SMILES): CCN(CC)S(=O)(=O)c1ccc(C(=O)OCC(=O)c2ccc3c(c2)NC(=O)CO3)cc1. Its strongest force on any atom is 0.02288 hartree/bohr. The LUMO energy is -0.27 eV. The gap between HOMO and LUMO comes out at 8.62 eV. For the energy above the lowest of the compared OMol25 structures with the same formula, charge and spin, the calculation gives 1.5 kcal per mole. The total energy is -50282.178 eV. Its spin multiplicity is 1.

***

C17H34O2P2Re | ωB97M-V with the def2-TZVPD basis set

Positions of all 56 atoms, in Å:
P  0.24  -1.61  -3.15
P  0.13  1.50  -3.05
C  -0.14  -0.72  -4.76
C  0.38  0.72  -4.74
H  -1.23  -0.75  -4.90
H  0.33  -1.29  -5.58
H  1.46  0.76  -4.95
H  -0.15  1.34  -5.48
C  -1.47  2.34  -3.43
H  -1.68  3.06  -2.62
H  -2.28  1.61  -3.48
H  -1.38  2.88  -4.38
C  1.23  2.94  -3.30
H  0.99  3.45  -4.24
H  2.28  2.60  -3.31
H  1.09  3.63  -2.46
C  -0.88  -3.04  -3.42
H  -0.67  -3.79  -2.64
H  -0.71  -3.48  -4.41
H  -1.92  -2.71  -3.33
C  1.80  -2.42  -3.71
H  2.61  -1.68  -3.77
H  1.64  -2.89  -4.69
H  2.08  -3.18  -2.97
Re  0.02  -0.30  3.35
C  0.82  1.16  2.10
C  -0.65  1.14  2.04
C  -1.41  0.55  0.85
C  -1.76  -0.95  1.05
C  -0.84  -1.62  2.03
C  0.62  -1.56  1.87
C  1.28  -0.87  0.68
C  1.65  0.60  0.96
C  0.19  -1.72  4.86
H  1.28  2.02  2.59
H  -1.14  2.02  2.47
H  -0.86  0.68  -0.10
H  -2.35  1.10  0.76
H  -2.79  -1.04  1.42
H  -1.74  -1.46  0.07
H  -1.23  -2.55  2.47
H  1.16  -2.44  2.24
H  0.66  -0.94  -0.22
H  2.21  -1.42  0.46
H  2.71  0.67  1.26
H  1.55  1.20  0.05
H  0.94  -1.37  5.59
H  0.43  -2.73  4.51
H  -0.81  -1.69  5.33
C  -0.98  1.83  6.91
O  -0.81  0.97  5.76
C  0.20  1.27  4.89
O  1.01  2.17  4.97
H  -0.14  2.53  7.01
H  -1.04  1.15  7.76
H  -1.92  2.36  6.76

The net charge is +2. Its strongest force on any atom is 0.07239 hartree/bohr. The LUMO energy (spin up / spin down) is -7.62 / -9.27 eV. The gap between HOMO and LUMO (spin up / spin down) comes out at 7.26 / 5.68 eV. For the energy above the lowest of the compared OMol25 structures with the same formula, charge and spin, the calculation gives 33.1 kcal per mole. The total energy is -42961.135 eV. Its spin multiplicity is 4.

***

Q: Which of these has the highest strongest force on any atom?
A: C3H4O2

***

Q: Which of these has the lowest strongest force on any atom?
A: C21H22N2O7S